{"formula": "C22H36BBrCl20N4O2", "method": "ωB97M-V/def2-TZVPD", "orbital_gap_ev": 9.19, "e_lumo_ev": 0.35, "smiles": "[H]/N=C(\\C)C[C@@]1(B(N)O)[C@H](Br)NC(=O)[C@@H]1c1ccccn1.ClCCl.ClCCl.ClCCl.ClCCl.ClCCl.ClCCl.ClCCl.ClCCl.ClCCl.ClCCl", "elements": ["C", "C", "N", "C", "C", "B", "N", "O", "C", "Br", "N", "C", "O", "C", "C", "C", "C", "C", "C", "N", "H", "H", "H", "H", "H", "H", "H", "H", "H", "H", "H", "H", "H", "H", "H", "H", "C", "Cl", "Cl", "H", "H", "C", "Cl", "Cl", "H", "H", "C", "Cl", "Cl", "H", "H", "C", "Cl", "Cl", "H", "H", "C", "Cl", "Cl", "H", "H", "C", "Cl", "Cl", "H", "H", "C", "Cl", "Cl", "H", "H", "C", "Cl", "Cl", "H", "H", "C", "Cl", "Cl", "H", "H", "C", "Cl", "Cl", "H", "H"], "xyz": [[5.062, -0.408, 1.122], [4.573, -1.548, 0.246], [4.718, -1.513, -1.017], [3.859, -2.750, 0.830], [2.276, -2.632, 0.829], [1.802, -3.819, -0.125], [2.200, -5.224, 0.051], [1.001, -3.541, -1.185], [1.850, -2.901, 2.288], [0.180, -3.924, 2.540], [1.849, -1.608, 2.952], [2.027, -0.601, 1.989], [2.338, 0.540, 2.217], [1.765, -1.203, 0.588], [0.259, -0.919, 0.410], [-0.233, -0.576, -0.836], [-1.556, -0.183, -1.044], [-2.356, -0.161, 0.091], [-1.790, -0.569, 1.291], [-0.531, -0.927, 1.487], [4.794, -0.557, 2.168], [4.531, 0.494, 0.812], [6.132, -0.242, 1.005], [5.176, -0.632, -1.267], [4.247, -2.908, 1.840], [4.185, -3.599, 0.233], [2.947, -5.472, -0.592], [2.590, -5.399, 0.972], [0.851, -4.351, -1.686], [2.545, -3.513, 2.855], [2.592, -1.515, 3.635], [2.227, -0.623, -0.205], [0.451, -0.571, -1.680], [-1.922, 0.116, -2.015], [-3.384, 0.172, 0.042], [-2.414, -0.545, 2.178], [-3.261, -3.893, -1.857], [-1.808, -2.938, -1.549], [-4.694, -2.858, -2.035], [-3.130, -4.449, -2.778], [-3.417, -4.573, -1.025], [-0.091, 3.982, -0.930], [0.215, 4.754, -2.496], [-0.804, 2.369, -1.102], [0.853, 3.885, -0.406], [-0.773, 4.604, -0.365], [4.969, 2.523, -3.066], [4.807, 3.744, -1.805], [5.819, 1.083, -2.476], [3.979, 2.229, -3.394], [5.534, 2.940, -3.890], [-7.090, -0.179, -3.608], [-7.392, -0.926, -2.035], [-6.093, -1.207, -4.642], [-8.040, -0.009, -4.101], [-6.573, 0.760, -3.451], [-2.987, -0.497, 5.512], [-3.857, 0.565, 4.395], [-2.319, -1.918, 4.705], [-2.172, 0.063, 5.954], [-3.679, -0.826, 6.278], [-2.965, -7.566, -0.168], [-1.516, -6.591, 0.093], [-4.415, -6.561, -0.348], [-2.838, -8.146, -1.074], [-3.105, -8.219, 0.685], [-5.723, -3.326, 1.394], [-4.356, -2.234, 1.627], [-7.260, -2.455, 1.281], [-5.571, -3.878, 0.474], [-5.775, -4.001, 2.241], [7.891, 4.979, 0.662], [8.119, 5.702, -0.935], [7.346, 3.302, 0.558], [8.837, 5.003, 1.190], [7.144, 5.552, 1.197], [-0.266, 8.650, -3.175], [0.107, 8.254, -1.498], [-1.184, 10.156, -3.315], [0.663, 8.760, -3.721], [-0.857, 7.844, -3.594], [-3.530, 7.799, 0.813], [-2.436, 6.615, 0.084], [-3.205, 9.437, 0.240], [-4.547, 7.534, 0.550], [-3.397, 7.773, 1.888]]}



{"formula": "C3H12O2S2", "method": "ωB97M-V/def2-TZVPD", "e_above_lowest_kj_mol": 141.3, "orbital_gap_ev": 8.80, "e_lumo_ev": 0.62, "smiles": "CCCSS.O.O", "elements": ["C", "C", "C", "S", "S", "H", "H", "H", "H", "H", "H", "H", "H", "H", "H", "O", "H", "H", "O"], "xyz": [[-0.070, -0.971, 1.467], [1.451, -1.218, 1.642], [-0.812, -1.580, 2.723], [-2.273, -0.514, 3.143], [-3.457, -0.960, 1.573], [-0.250, 0.092, 1.543], [-0.345, -1.593, 0.619], [2.115, -0.482, 2.135], [1.874, -1.372, 0.649], [1.621, -2.071, 2.301], [-1.055, -2.623, 2.540], [-0.186, -1.564, 3.624], [-3.219, -2.290, 1.384], [-1.234, 5.094, -1.958], [-1.779, 5.062, -3.437], [-2.039, 5.122, -2.502], [3.138, 0.453, -5.073], [3.609, 0.537, -6.458], [2.913, 0.880, -5.914]]}



{"formula": "C4H7N3O", "method": "ωB97M-V/def2-TZVPD", "e_above_lowest_kj_mol": 234.4, "orbital_gap_ev": 7.26, "e_lumo_ev": -0.28, "smiles": "[H]/N=C(C=O)/C(N)=C\\N", "elements": ["C", "C", "N", "N", "C", "C", "N", "O", "H", "H", "H", "H", "H", "H", "H"], "xyz": [[-0.059, 0.125, 1.043], [0.349, -0.732, -0.099], [0.799, -1.996, 0.198], [-0.035, 1.036, -1.835], [-1.430, 0.738, 0.848], [0.067, -0.240, -1.331], [0.680, 0.341, 2.084], [-1.606, 1.885, 1.244], [1.257, -2.009, 1.113], [1.342, -2.420, -0.548], [0.196, 1.034, 2.677], [0.633, 1.304, -2.558], [-0.101, 1.828, -1.196], [-2.233, 0.058, 0.516], [0.142, -0.952, -2.155]]}



{"formula": "C2H10N2S2", "method": "ωB97M-V/def2-TZVPD", "e_above_lowest_kj_mol": 52.9, "orbital_gap_ev": [6.93, 2.93], "total_charge": 1, "e_lumo_ev": [-4.50, -8.49], "spin_multiplicity": 2, "elements": ["C", "S", "S", "H", "H", "H", "H", "N", "C", "N", "H", "H", "H", "H", "H", "H"], "xyz": [[-2.321, -0.078, 0.170], [-1.550, -1.628, 0.587], [-0.144, -1.364, 1.981], [-2.947, 0.228, 1.007], [-3.008, -0.274, -0.653], [-1.656, 0.664, -0.275], [0.755, -0.517, 1.394], [2.477, 2.168, -2.622], [2.090, 1.361, -1.467], [0.888, 1.909, -0.842], [3.250, 1.848, -3.172], [1.786, 2.764, -3.036], [1.718, 0.434, -1.910], [2.935, 1.427, -0.786], [1.065, 2.498, -0.046], [0.276, 2.325, -1.527]]}



{"formula": "C33H48BGe2IrN9", "method": "ωB97M-V/def2-TZVPD", "orbital_gap_ev": [8.60, 6.81], "total_charge": 1, "e_lumo_ev": [-1.89, -4.48], "spin_multiplicity": 5, "elements": ["Ir", "C", "C", "C", "C", "C", "N", "N", "B", "N", "N", "C", "C", "C", "C", "C", "N", "N", "C", "C", "C", "C", "C", "H", "H", "H", "H", "H", "H", "H", "H", "H", "H", "H", "H", "H", "H", "H", "H", "H", "H", "H", "H", "H", "H", "C", "C", "Ge", "C", "C", "C", "C", "Ge", "C", "C", "C", "C", "C", "C", "C", "C", "C", "C", "H", "H", "H", "H", "H", "H", "H", "H", "H", "H", "H", "H", "H", "H", "H", "H", "H", "H", "H", "H", "H", "H", "H", "H", "H", "H", "N", "C", "N", "C", "N"], "xyz": [[13.265, 12.082, 8.382], [16.336, 14.406, 9.071], [16.480, 12.931, 8.870], [17.668, 12.241, 8.727], [17.324, 10.892, 8.607], [18.292, 9.735, 8.569], [16.000, 10.810, 8.668], [15.481, 12.005, 8.797], [15.084, 9.466, 8.629], [14.292, 9.521, 7.318], [13.632, 10.632, 6.896], [12.970, 10.312, 5.801], [12.162, 11.312, 5.079], [13.167, 8.939, 5.520], [14.032, 8.512, 6.455], [14.461, 7.125, 6.766], [14.149, 9.558, 9.811], [13.372, 10.656, 9.936], [12.803, 10.607, 11.169], [11.963, 11.752, 11.657], [13.157, 9.452, 11.799], [14.004, 8.788, 10.904], [14.678, 7.496, 11.164], [16.593, 14.910, 8.168], [16.995, 14.791, 9.852], [15.298, 14.733, 9.256], [18.667, 12.601, 8.749], [19.305, 10.049, 8.546], [18.038, 9.097, 7.762], [18.110, 9.157, 9.472], [15.832, 8.529, 8.749], [11.910, 12.201, 5.676], [11.198, 10.849, 4.773], [12.730, 11.688, 4.228], [12.789, 8.388, 4.670], [14.154, 6.438, 5.996], [13.958, 6.847, 7.699], [15.553, 7.038, 6.811], [11.294, 12.140, 10.883], [12.597, 12.542, 12.024], [11.358, 11.345, 12.461], [12.835, 9.124, 12.765], [14.311, 7.089, 12.120], [15.757, 7.604, 11.182], [14.501, 6.717, 10.403], [7.449, 12.267, 11.160], [8.324, 11.418, 10.253], [8.991, 12.154, 8.561], [7.920, 11.803, 6.988], [6.875, 12.923, 6.870], [9.252, 14.061, 8.615], [10.282, 14.819, 8.240], [12.256, 14.458, 8.364], [12.676, 14.981, 10.209], [13.094, 16.467, 10.429], [13.401, 15.121, 6.786], [14.109, 16.454, 7.006], [10.114, 16.320, 8.273], [10.651, 17.093, 7.258], [10.496, 18.496, 7.271], [9.967, 19.222, 8.325], [9.493, 18.402, 9.392], [9.540, 17.028, 9.317], [7.112, 11.678, 12.036], [6.588, 12.583, 10.585], [7.962, 13.094, 11.537], [7.788, 10.528, 9.921], [9.157, 11.062, 10.837], [7.531, 10.795, 7.107], [8.572, 11.682, 6.107], [6.223, 12.971, 7.719], [6.256, 12.756, 5.982], [7.382, 13.846, 6.720], [8.331, 14.613, 8.893], [13.473, 14.329, 10.644], [11.731, 14.806, 10.717], [14.113, 16.772, 10.078], [13.070, 16.613, 11.521], [12.400, 17.237, 10.029], [12.682, 15.202, 6.007], [14.103, 14.364, 6.481], [13.477, 17.373, 7.091], [14.753, 16.614, 6.136], [14.812, 16.438, 7.862], [11.075, 16.599, 6.386], [10.850, 18.996, 6.404], [9.885, 20.309, 8.330], [9.175, 18.887, 10.282], [9.307, 16.434, 10.205], [10.645, 11.136, 8.380], [10.846, 9.947, 8.245], [11.085, 8.766, 7.986], [11.500, 7.829, 8.885], [11.815, 6.924, 9.500]]}



{"formula": "C31H47LaNO2P2S2", "method": "ωB97M-V/def2-TZVPD", "e_above_lowest_kj_mol": 399.6, "orbital_gap_ev": [3.46, 3.58], "total_charge": 1, "e_lumo_ev": [-4.74, -4.71], "elements": ["La", "C", "C", "C", "C", "C", "C", "H", "H", "H", "C", "H", "H", "H", "C", "H", "H", "H", "C", "H", "H", "H", "C", "H", "H", "H", "C", "C", "C", "C", "C", "C", "C", "C", "H", "H", "H", "H", "H", "H", "H", "H", "H", "H", "H", "H", "P", "P", "C", "C", "H", "H", "H", "H", "C", "H", "H", "H", "C", "H", "H", "H", "C", "H", "H", "H", "C", "H", "H", "H", "O", "S", "O", "N", "C", "S", "C", "C", "C", "C", "C", "C", "H", "H", "H", "H"], "xyz": [[0.749, -0.915, -1.963], [2.992, -2.276, 2.458], [1.614, -1.930, 2.449], [2.053, -3.251, 0.605], [3.223, -3.203, 1.398], [1.040, -2.523, 1.290], [3.997, -1.715, 3.372], [3.648, -1.695, 4.410], [4.251, -0.671, 3.115], [4.920, -2.294, 3.321], [4.384, -4.095, 1.246], [5.283, -3.649, 1.677], [4.592, -4.338, 0.200], [4.217, -5.044, 1.771], [1.858, -4.078, -0.612], [2.639, -4.850, -0.708], [1.869, -3.509, -1.572], [0.886, -4.591, -0.579], [-0.399, -2.473, 0.933], [-0.972, -2.440, 1.873], [-0.743, -3.366, 0.376], [-0.714, -1.567, 0.353], [0.864, -1.276, 3.548], [0.292, -1.997, 4.163], [0.144, -0.523, 3.204], [1.568, -0.779, 4.225], [-0.308, 3.337, 1.507], [-0.244, 3.304, 2.838], [-1.018, 2.289, 3.619], [-2.496, 2.669, 3.423], [-3.257, 1.547, 2.870], [-2.868, 0.846, 1.806], [-1.527, 0.971, 1.135], [-1.129, 2.394, 0.627], [-0.807, 2.279, 4.691], [-2.580, 3.518, 2.726], [-0.829, 1.286, 3.231], [-2.075, 2.892, 0.360], [0.444, 3.933, 0.968], [0.375, 3.986, 3.437], [-0.566, 2.272, -0.318], [-0.682, 0.466, 1.631], [-3.636, 0.246, 1.297], [-1.637, 0.385, 0.209], [-2.918, 3.087, 4.339], [-4.237, 1.379, 3.298], [-3.378, 1.437, -2.042], [-3.222, -1.657, -2.361], [-4.812, 0.643, -2.980], [-4.381, -0.727, -3.522], [-5.123, 1.301, -3.805], [-5.665, 0.552, -2.286], [-5.255, -1.376, -3.698], [-3.836, -0.629, -4.475], [-3.637, -3.318, -3.062], [-3.312, -4.101, -2.366], [-3.110, -3.435, -4.016], [-4.717, -3.415, -3.242], [-4.491, -1.711, -0.986], [-5.511, -1.630, -1.386], [-4.343, -0.901, -0.261], [-4.399, -2.673, -0.469], [-2.729, 2.512, -3.376], [-1.651, 2.625, -3.185], [-3.210, 3.500, -3.318], [-2.894, 2.076, -4.372], [-4.369, 2.761, -1.177], [-5.431, 2.631, -1.408], [-4.059, 3.758, -1.495], [-4.236, 2.636, -0.098], [4.369, -1.007, -0.107], [3.631, 0.235, -0.062], [2.845, 0.614, 1.092], [2.507, 0.190, -1.320], [2.844, 1.037, -2.366], [1.507, 1.188, -3.401], [4.147, 1.638, -2.194], [5.048, 2.174, -3.148], [6.296, 2.643, -2.723], [6.625, 2.637, -1.356], [5.806, 1.992, -0.414], [4.581, 1.483, -0.863], [4.711, 2.183, -4.187], [6.994, 3.064, -3.450], [7.528, 3.135, -1.002], [6.077, 1.895, 0.643]]}



- What is the formula in the third record?
  C4H7N3O